Entry 1:
Density functional theory data (the ωB97M-V functional and the def2-TZVPD basis) for a 2-piece molecular cluster, C12H17N overall.

Each atom is followed by the atoms it is bonded to, with distances in Å.
Geometry (Å):
1 C 0.787 0.238 -2.770  C2 1.514, H11 1.082, H12 1.098, H13 1.108
2 C 0.743 0.652 -1.315  C1 1.514, C3 1.368, C10 1.419
3 C 0.460 1.932 -0.923  C2 1.368, N4 1.407, H14 1.065
4 N 0.787 2.111 0.433  C3 1.407, C5 1.392, H15 0.995
5 C 1.020 0.825 0.911  N4 1.392, C6 1.386, C10 1.451
6 C 1.187 0.414 2.223  C5 1.386, C7 1.409, H16 1.102
7 C 1.649 -0.908 2.383  C6 1.409, C8 1.374, H17 1.062
8 C 1.844 -1.765 1.326  C7 1.374, C9 1.403, H18 1.079
9 C 1.560 -1.406 0.000  C8 1.403, C10 1.372, H19 1.084
10 C 1.150 -0.111 -0.190  C2 1.419, C5 1.451, C9 1.372
11 H 1.710 0.536 -3.250  C1 1.082
12 H 0.140 0.801 -3.456  C1 1.098
13 H 0.403 -0.795 -2.886  C1 1.108
14 H 0.260 2.666 -1.667  C3 1.065
15 H 0.936 2.981 0.894  N4 0.995
16 H 1.032 1.145 3.033  C6 1.102
17 H 1.743 -1.207 3.398  C7 1.062
18 H 2.185 -2.774 1.502  C8 1.079
19 H 1.616 -2.218 -0.716  C9 1.084
20 C -3.967 -1.316 0.101  C21 1.552, H23 1.118, H24 1.121, H25 1.087
21 C -2.646 -1.009 -0.654  C20 1.552, C22 1.530, H26 1.083, H27 1.090
22 C -2.349 0.491 -0.679  C21 1.530, H28 1.166, H29 1.112, H30 1.049
23 H -3.692 -1.417 1.181  C20 1.118
24 H -4.556 -2.243 -0.123  C20 1.121
25 H -4.618 -0.455 0.237  C20 1.087
26 H -1.919 -1.505 -0.024  C21 1.083
27 H -2.624 -1.599 -1.570  C21 1.090
28 H -3.081 0.993 -1.434  C22 1.166
29 H -2.402 0.981 0.319  C22 1.112
30 H -1.449 0.681 -1.185  C22 1.049

Values from the calculation:
Energy above the lowest of the compared OMol25 structures with the same formula, charge and spin = 1.735 eV
Highest occupied orbital energy = -7.7 eV
SMILES = Cc1c[nH]c2ccccc12.CCC

Entry 2:
Density functional theory data (the ωB97M-V functional and the def2-TZVPD basis) for a 2-piece molecular cluster, C12H17N overall.

Each atom is followed by the atoms it is bonded to, with distances in Å.
Geometry (Å):
1 C -0.910 2.415 -0.525  C2 1.662, H12 1.194, H13 1.040, H14 1.003
2 C -1.695 0.957 -0.658  C1 1.662, C3 1.503, H15 1.171, H16 1.148
3 C -1.480 0.313 0.682  C2 1.503, C4 1.359, C11 1.476
4 C -2.351 -0.238 1.569  C3 1.359, N5 1.507, H17 0.996
5 N -1.679 -1.070 2.630  C4 1.507, C6 1.365, H18 1.033
6 C -0.376 -0.693 2.475  N5 1.365, C7 1.420, C11 1.487
7 C 0.653 -0.970 3.413  C6 1.420, C8 1.388, H19 1.081
8 C 1.946 -0.687 2.993  C7 1.388, C9 1.425, H20 1.117
9 C 2.238 0.004 1.782  C8 1.425, C10 1.399, H21 1.139
10 C 1.214 0.330 0.886  C9 1.399, C11 1.407, H22 1.119
11 C -0.127 0.063 1.219  C3 1.476, C6 1.487, C10 1.407
12 H 0.239 2.172 -0.309  C1 1.194
13 H -1.231 2.893 0.341  C1 1.040
14 H -0.798 3.088 -1.260  C1 1.003
15 H -2.852 0.897 -0.828  C2 1.171
16 H -1.247 0.315 -1.497  C2 1.148
17 H -3.250 0.100 1.832  C4 0.996
18 H -2.104 -0.936 3.561  N5 1.033
19 H 0.445 -1.492 4.336  C7 1.081
20 H 2.842 -0.901 3.624  C8 1.117
21 H 3.308 0.161 1.422  C9 1.139
22 H 1.572 0.849 -0.038  C10 1.119
23 C 1.043 -1.600 -3.286  C24 1.512, H25 1.084, H26 1.089, H27 1.026
24 C 0.393 -0.282 -3.637  C23 1.512, H28 1.050, H29 1.061, H30 1.044
25 H 0.623 -1.900 -2.332  C23 1.084
26 H 0.876 -2.411 -3.993  C23 1.089
27 H 2.056 -1.566 -3.128  C23 1.026
28 H 0.959 0.565 -3.380  C24 1.050
29 H 0.257 -0.104 -4.674  C24 1.061
30 H -0.563 -0.270 -3.218  C24 1.044

Values from the calculation:
Energy above the lowest of the compared OMol25 structures with the same formula, charge and spin = 2.916 eV
Highest occupied orbital energy = -8.0 eV
SMILES = CCc1c[nH]c2ccccc12.CC

Entry 3:
Density functional theory data (the ωB97M-V functional and the def2-TZVPD basis) for a 2-piece molecular cluster, C12H17N overall.

Each atom is followed by the atoms it is bonded to, with distances in Å.
Geometry (Å):
1 C 0.470 -2.173 1.071  C2 1.548, H12 1.091, H13 1.086, H14 1.090
2 C -0.080 -1.200 0.000  C1 1.548, C3 1.490, H15 1.090, H16 1.093
3 C 0.932 -0.203 -0.449  C2 1.490, C4 1.359, C11 1.430
4 C 1.423 -0.049 -1.707  C3 1.359, N5 1.383, H17 1.078
5 N 2.215 1.084 -1.767  C4 1.383, C6 1.365, H18 1.004
6 C 2.226 1.692 -0.545  N5 1.365, C7 1.393, C11 1.407
7 C 2.892 2.834 -0.106  C6 1.393, C8 1.381, H19 1.086
8 C 2.656 3.231 1.195  C7 1.381, C9 1.403, H20 1.083
9 C 1.807 2.507 2.046  C8 1.403, C10 1.374, H21 1.083
10 C 1.196 1.354 1.616  C9 1.374, C11 1.402, H22 1.081
11 C 1.414 0.916 0.301  C3 1.430, C6 1.407, C10 1.402
12 H 0.528 -1.744 2.072  C1 1.091
13 H 1.470 -2.477 0.776  C1 1.086
14 H -0.139 -3.077 1.076  C1 1.090
15 H -0.376 -1.867 -0.809  C2 1.090
16 H -0.978 -0.725 0.406  C2 1.093
17 H 1.315 -0.578 -2.640  C4 1.078
18 H 2.722 1.369 -2.585  N5 1.004
19 H 3.452 3.439 -0.813  C7 1.086
20 H 3.190 4.099 1.564  C8 1.083
21 H 1.638 2.894 3.043  C9 1.083
22 H 0.583 0.757 2.275  C10 1.081
23 C -3.559 -1.825 -1.385  C24 1.516, H25 1.092, H26 1.087, H27 1.099
24 C -4.064 -1.234 -0.084  C23 1.516, H28 1.092, H29 1.089, H30 1.091
25 H -4.379 -1.908 -2.102  C23 1.092
26 H -2.798 -1.195 -1.840  C23 1.087
27 H -3.114 -2.828 -1.332  C23 1.099
28 H -4.534 -0.271 -0.297  C24 1.092
29 H -3.263 -1.001 0.615  C24 1.089
30 H -4.844 -1.821 0.403  C24 1.091

Values from the calculation:
Energy above the lowest of the compared OMol25 structures with the same formula, charge and spin = 0.284 eV
Highest occupied orbital energy = -7.8 eV
SMILES = CCc1c[nH]c2ccccc12.CC

Entry 4:
Density functional theory data (the ωB97M-V functional and the def2-TZVPD basis) for a 2-piece molecular cluster, C12H17N overall.

Each atom is followed by the atoms it is bonded to, with distances in Å.
Geometry (Å):
1 C -2.351 1.185 0.667  C2 1.566, H11 1.070, H12 1.097, H13 1.080
2 C -0.831 1.238 1.045  C1 1.566, C3 1.488, C10 1.448
3 C -0.135 1.301 2.359  C2 1.488, N4 1.327, H14 1.175
4 N 1.174 1.497 2.259  C3 1.327, C5 1.463, H15 0.962
5 C 1.475 1.642 0.834  N4 1.463, C6 1.431, C10 1.481
6 C 2.647 2.017 0.103  C5 1.431, C7 1.447, H16 1.021
7 C 2.593 1.960 -1.342  C6 1.447, C8 1.369, H17 0.961
8 C 1.397 1.732 -1.967  C7 1.369, C9 1.489, H18 1.150
9 C 0.154 1.431 -1.206  C8 1.489, C10 1.294, H19 1.104
10 C 0.245 1.311 0.079  C2 1.448, C5 1.481, C9 1.294
11 H -2.426 0.728 -0.297  C1 1.070
12 H -2.630 2.241 0.565  C1 1.097
13 H -2.944 0.656 1.398  C1 1.080
14 H -0.819 1.012 3.269  C3 1.175
15 H 1.702 1.854 2.980  N4 0.962
16 H 3.490 2.052 0.677  C6 1.021
17 H 3.444 2.003 -1.787  C7 0.961
18 H 1.440 1.940 -3.097  C8 1.150
19 H -0.846 1.432 -1.674  C9 1.104
20 C -1.908 -2.825 -0.283  C21 1.641, H23 1.084, H24 1.098, H25 1.098
21 C -0.440 -3.110 -0.960  C20 1.641, C22 1.518, H26 1.045, H27 1.100
22 C 0.586 -2.211 -0.297  C21 1.518, H28 1.076, H29 1.105, H30 1.139
23 H -2.720 -2.803 -1.000  C20 1.084
24 H -1.859 -1.793 0.087  C20 1.098
25 H -2.182 -3.544 0.500  C20 1.098
26 H -0.414 -4.149 -0.841  C21 1.045
27 H -0.532 -2.772 -2.003  C21 1.100
28 H 0.556 -2.671 0.676  C22 1.076
29 H 1.635 -2.266 -0.641  C22 1.105
30 H 0.497 -1.092 -0.102  C22 1.139

Values from the calculation:
Energy above the lowest of the compared OMol25 structures with the same formula, charge and spin = 3.588 eV
Highest occupied orbital energy = -7.4 eV
SMILES = Cc1c[nH]c2ccccc12.CCC